Entry 1:
Entry from OMol25: a cluster of 11 separate species, C27H80N10O15 in total at a distorted geometry (ωB97M-V with the def2-TZVPD basis set).

## Properties
Kohn-Sham gap = 8.1 eV
E_LUMO = -0.11 eV
max |F| = 6.33 eV Å⁻¹

Last column: Löwdin charge in e.
CARTESIAN COORDINATES (ANGSTROEM)
C1 5.941 2.370 13.447  -0.80
O1 4.917 2.111 12.834  0.05
N1 7.109 2.212 12.934  0.16
N2 6.043 2.847 14.653  0.17
H1 7.107 1.866 11.985  0.13
H2 7.900 2.124 13.555  0.11
H3 5.155 3.073 15.077  0.10
H4 6.922 2.865 15.151  0.10
C2 2.479 4.064 16.225  -0.66
O2 2.600 2.960 15.632  -0.02
N3 2.213 4.223 17.495  0.19
N4 2.813 5.297 15.726  0.17
H5 2.222 5.167 17.853  0.07
H6 2.233 3.382 18.055  0.10
H7 2.677 6.146 16.256  0.07
H8 3.038 5.293 14.741  0.08
C3 6.369 5.481 17.129  -0.80
O3 5.264 5.775 17.595  0.01
N5 7.286 5.018 17.857  0.19
N6 6.760 5.602 15.922  0.19
H9 7.126 4.886 18.846  0.12
H10 8.148 5.269 17.394  0.13
H11 7.286 4.866 15.473  0.11
H12 6.069 6.123 15.401  0.09
C4 5.322 8.353 15.676  -0.08
O4 5.412 8.047 14.231  -0.21
C5 4.127 7.950 13.555  -0.20
C6 4.304 8.215 12.068  -0.17
N7 4.644 9.687 11.823  -0.04
C7 4.607 9.808 10.361  -0.23
C8 4.939 11.281 9.969  -0.21
O5 4.986 11.387 8.547  -0.21
C9 5.268 12.655 7.897  -0.08
H13 6.256 8.334 16.238  0.09
H14 4.519 7.796 16.160  0.05
H15 5.027 9.392 15.824  0.08
H16 3.460 8.679 14.015  0.12
H17 3.802 6.938 13.794  0.09
H18 3.292 7.962 11.751  0.11
H19 5.028 7.620 11.511  0.12
H20 5.609 9.787 12.103  0.10
H21 3.569 9.619 10.089  0.12
H22 5.181 9.078 9.790  0.11
H23 5.919 11.474 10.405  0.11
H24 4.179 11.921 10.417  0.12
H25 4.838 13.478 8.467  0.07
H26 4.781 12.656 6.921  0.09
H27 6.332 12.881 7.963  0.08
C10 3.843 -5.604 18.620  -0.10
O6 3.849 -4.264 19.167  -0.20
C11 3.972 -3.172 18.207  -0.21
C12 4.035 -1.834 18.846  -0.24
N8 5.200 -1.614 19.633  -0.07
C13 6.380 -1.141 18.845  -0.13
C14 6.161 0.378 18.365  -0.16
O7 5.776 1.106 19.568  -0.20
C15 5.457 2.434 19.393  -0.13
H28 4.162 -6.333 19.365  0.08
H29 4.446 -5.594 17.712  0.07
H30 2.874 -5.925 18.236  0.07
H31 3.177 -3.331 17.479  0.12
H32 4.818 -3.378 17.550  0.11
H33 3.247 -1.723 19.591  0.13
H34 4.000 -1.080 18.059  0.10
H35 5.083 -0.872 20.309  0.09
H36 6.463 -1.867 18.036  0.10
H37 7.259 -1.242 19.482  0.11
H38 5.402 0.520 17.596  0.10
H39 7.045 0.738 17.838  0.11
H40 6.327 3.054 19.180  0.06
H41 4.911 3.024 20.130  0.09
H42 4.831 2.466 18.501  0.08
C16 -1.477 4.724 23.565  -0.08
O8 -1.589 5.784 22.564  -0.21
C17 -0.701 5.792 21.415  -0.22
C18 -0.970 4.697 20.445  -0.22
N9 -0.503 3.342 20.738  -0.05
C19 0.885 3.224 20.833  -0.25
C20 1.395 1.889 20.286  -0.19
O9 0.904 1.862 18.960  -0.26
C21 0.910 0.512 18.341  -0.02
H43 -2.137 4.870 24.421  0.07
H44 -0.463 4.717 23.963  0.08
H45 -1.916 3.848 23.087  0.08
H46 0.276 5.728 21.893  0.11
H47 -0.630 6.686 20.796  0.12
H48 -0.508 4.961 19.494  0.10
H49 -2.052 4.818 20.399  0.12
H50 -0.582 2.831 19.870  0.08
H51 1.039 3.391 21.899  0.11
H52 1.304 4.130 20.395  0.11
H53 0.925 1.027 20.760  0.12
H54 2.466 1.697 20.353  0.11
H55 0.284 -0.213 18.861  0.10
H56 1.952 0.320 18.081  0.08
H57 0.465 0.602 17.350  0.07
C22 -5.369 0.758 16.619  -0.10
O10 -4.779 0.960 17.909  -0.20
C23 -4.036 2.188 18.085  -0.18
C24 -2.816 2.458 17.065  -0.16
N10 -2.125 3.729 17.454  -0.05
C25 -0.910 3.931 16.644  -0.19
C26 -1.228 4.002 15.157  -0.28
O11 -2.348 4.754 14.898  -0.21
C27 -2.729 4.789 13.485  -0.05
H58 -6.117 1.538 16.476  0.09
H59 -5.945 -0.163 16.525  0.08
H60 -4.553 0.646 15.906  0.08
H61 -3.675 2.388 19.094  0.11
H62 -4.712 3.041 18.030  0.10
H63 -3.376 2.663 16.152  0.10
H64 -2.128 1.614 17.116  0.12
H65 -2.764 4.511 17.453  0.11
H66 -0.216 3.098 16.759  0.10
H67 -0.372 4.836 16.928  0.10
H68 -1.416 3.006 14.758  0.12
H69 -0.419 4.498 14.622  0.11
H70 -1.952 5.390 13.015  0.08
H71 -3.735 5.195 13.374  0.09
H72 -2.666 3.784 13.068  0.08
O12 2.893 6.900 18.295  -0.07
H73 2.924 7.733 17.825  -0.01
H74 3.800 6.594 18.301  0.00
O13 1.862 8.872 16.728  -0.04
H75 1.881 9.556 16.058  0.05
H76 1.179 9.151 17.337  0.06
O14 1.682 0.857 14.229  -0.08
H77 2.561 0.972 14.591  0.00
H78 1.234 1.680 14.420  0.00
O15 0.870 6.885 13.460  -0.05
H79 1.387 6.833 14.263  -0.01
H80 1.132 6.115 12.955  0.04

Entry 2:
Entry from OMol25: the molecule C6H10O (ωB97M-V with the def2-TZVPD basis set).

## Properties
Kohn-Sham gap = 10.2 eV
E_LUMO = 0.97 eV
max |F| = 0.41 eV Å⁻¹

Last column: Löwdin charge in e.
CARTESIAN COORDINATES (ANGSTROEM)
C1 -0.079 1.913 -1.165  -0.05
C2 -0.191 0.634 -0.389  -0.25
C3 -1.108 0.337 0.535  -0.05
C4 -0.687 -0.788 1.449  -0.18
C5 0.690 -1.212 0.878  -0.12
C6 0.859 -0.462 -0.461  -0.35
O1 0.681 -1.285 -1.611  -0.03
H1 0.188 1.775 -2.215  0.08
H2 0.730 2.499 -0.719  0.08
H3 -0.994 2.511 -1.100  0.08
H4 -2.012 0.921 0.698  0.11
H5 -1.400 -1.613 1.540  0.10
H6 -0.579 -0.385 2.458  0.10
H7 1.487 -0.906 1.565  0.11
H8 0.782 -2.294 0.730  0.11
H9 1.873 -0.065 -0.576  0.15
H10 -0.240 -1.580 -1.618  0.10

Entry 3:
Entry from OMol25: a structure of composition C25H54F3N4O4P2RuS2Si2Te at a distorted geometry (ωB97M-V with the def2-TZVPD basis set).

## Properties
Kohn-Sham gap (alpha / beta) = 8.3 / 5.6 eV
E_LUMO (alpha / beta) = -2.31 / -4.95 eV
total charge = +1
2S+1 = 5
<S²> = 6.026
max |F| = 1.83 eV Å⁻¹

Last column: Löwdin charge in e.
CARTESIAN COORDINATES (ANGSTROEM)
Ru1 -0.549 -0.711 -1.114  0.99
C1 2.401 0.325 3.178  -0.07
N1 3.155 0.053 1.955  -0.29
C2 4.577 -0.203 2.157  -0.10
P1 2.519 0.603 0.544  0.50
O1 1.056 0.403 0.461  -0.36
O2 3.364 -0.301 -0.513  -0.27
P2 2.832 -0.795 -1.962  0.48
O3 1.517 -0.177 -2.270  -0.36
N2 3.955 -0.305 -3.041  -0.30
C3 5.302 -0.852 -3.021  -0.08
C4 3.648 0.618 -4.128  -0.08
N3 2.893 -2.430 -1.779  -0.29
C5 2.966 -3.200 -3.024  -0.11
C6 3.414 -3.140 -0.619  -0.08
N4 2.922 2.180 0.235  -0.27
C7 4.307 2.601 0.429  -0.09
C8 2.323 2.769 -0.970  -0.09
H1 2.786 1.203 3.707  0.09
H2 2.471 -0.538 3.842  0.09
H3 1.355 0.489 2.927  0.07
H4 5.049 0.587 2.747  0.08
H5 5.086 -0.286 1.199  0.08
H6 4.701 -1.144 2.697  0.09
H7 5.426 -1.511 -2.162  0.08
H8 6.037 -0.047 -2.947  0.09
H9 5.506 -1.417 -3.935  0.09
H10 2.600 0.900 -4.079  0.08
H11 3.841 0.143 -5.093  0.09
H12 4.269 1.515 -4.052  0.09
H13 2.624 -2.594 -3.862  0.08
H14 2.320 -4.076 -2.959  0.08
H15 3.991 -3.531 -3.220  0.09
H16 3.417 -2.494 0.254  0.06
H17 4.433 -3.499 -0.799  0.09
H18 2.776 -4.002 -0.414  0.09
H19 4.668 2.298 1.409  0.07
H20 4.346 3.688 0.379  0.10
H21 4.976 2.195 -0.340  0.09
H22 1.381 2.279 -1.207  0.05
H23 2.985 2.662 -1.836  0.09
H24 2.137 3.830 -0.795  0.09
C9 -4.917 -1.228 1.869  -0.18
Si1 -3.924 -0.199 3.097  0.43
C10 -3.826 -0.995 4.799  -0.17
C11 -4.647 1.541 3.177  -0.17
C12 -2.131 -0.002 2.448  -0.50
Te1 -2.147 0.727 0.437  1.49
C13 -1.104 2.539 0.873  -0.49
Si2 -2.051 4.136 0.355  0.45
C14 -3.631 3.739 -0.596  -0.20
C15 -0.867 5.112 -0.737  -0.18
C16 -2.485 5.040 1.950  -0.17
H25 -5.991 -1.155 2.053  0.04
H26 -4.644 -2.282 1.905  0.02
H27 -4.739 -0.862 0.855  0.00
H28 -4.823 -1.096 5.232  0.04
H29 -3.227 -0.388 5.481  0.03
H30 -3.383 -1.991 4.749  0.03
H31 -5.720 1.517 3.373  0.04
H32 -4.493 2.053 2.224  0.00
H33 -4.183 2.141 3.962  0.04
H34 -1.586 -0.946 2.487  0.00
H35 -1.587 0.732 3.043  0.01
H36 -0.154 2.486 0.349  -0.03
H37 -0.906 2.511 1.942  0.01
H38 -3.469 2.952 -1.334  0.00
H39 -3.984 4.623 -1.130  0.04
H40 -4.434 3.417 0.070  0.02
H41 -0.618 4.543 -1.635  0.03
H42 0.064 5.342 -0.212  0.03
H43 -1.311 6.058 -1.051  0.04
H44 -3.127 4.432 2.590  0.02
H45 -3.021 5.964 1.723  0.04
H46 -1.594 5.307 2.521  0.03
C17 -1.314 -4.429 1.903  -0.08
C18 -2.321 -3.944 1.079  -0.08
C19 -2.088 -2.825 0.290  -0.18
C20 -0.855 -2.174 0.336  -0.39
C21 0.138 -2.644 1.184  -0.14
C22 -0.088 -3.783 1.951  -0.08
H47 -1.484 -5.312 2.504  0.11
H48 -3.285 -4.436 1.048  0.11
H49 -2.865 -2.475 -0.385  0.09
H50 1.082 -2.116 1.263  0.08
H51 0.703 -4.168 2.583  0.11
F1 -1.061 1.911 -2.158  -0.03
C23 -1.260 0.593 -2.549  -0.73
F2 -2.630 0.466 -2.647  -0.02
F3 -0.814 0.545 -3.806  0.07
C24 -4.212 -2.943 -3.662  -0.07
O4 -2.957 -2.408 -3.215  -0.22
C25 -1.913 -3.211 -3.167  -1.27
S1 -1.906 -4.836 -3.399  0.74
S2 -0.429 -2.479 -2.684  0.78
H52 -4.890 -2.097 -3.707  0.10
H53 -4.574 -3.695 -2.963  0.09
H54 -4.101 -3.396 -4.646  0.09

Q: max |F| of number 2 (C6H10O)?
A: 0.41 eV Å⁻¹

Q: What is the formula in the first record?
A: C27H80N10O15

Q: Look up the max |F| of the first one.
A: 6.33 eV Å⁻¹